Formula: C17H22O3
Source: the OMol25 dataset
Level of theory: ωB97M-V/def2-TZVPD

structure (SMILES): CC(=O)O[C@@H]1CC=C(C)[C@@H]2Cc3c(C)coc3C[C@@]12C
highest occupied orbital energy: -8.13 eV
gap between HOMO and LUMO: 8.857 eV
E_tot: -886.61976 a.u.
ΔE to the lowest compared entry with this formula, charge and spin: 46.12 kcal per mole

Each line ends with the Löwdin charge.
Geometry (Å):
1 C 0.369 2.827 -4.301  0.00
2 C 1.047 2.229 -3.099  -0.50
3 O 2.232 2.455 -2.960  0.09
4 O 0.323 1.217 -2.552  0.01
5 C 1.004 0.422 -1.593  -0.30
6 C 1.631 -0.747 -2.307  -0.10
7 C 2.051 -1.833 -1.263  0.00
8 C 1.704 -1.778 0.129  -0.17
9 C 2.215 -2.812 1.143  -0.07
10 C 0.694 -0.654 0.647  -0.20
11 C -0.401 -1.058 1.662  -0.07
12 C -1.309 0.169 2.075  -0.08
13 C -2.048 0.514 3.351  -0.18
14 C -2.272 -0.603 4.341  -0.08
15 C -2.665 1.757 3.016  -0.11
16 O -2.265 2.237 1.860  0.06
17 C -1.452 1.284 1.286  -0.20
18 C -0.546 1.414 0.086  -0.04
19 C 0.003 0.084 -0.505  -0.37
20 C -1.126 -0.806 -1.088  0.00
21 H 1.061 2.933 -5.146  0.08
22 H -0.535 2.246 -4.652  0.10
23 H 0.097 3.926 -4.166  0.11
24 H 1.816 1.038 -1.182  0.16
25 H 1.029 -1.210 -3.049  0.11
26 H 2.548 -0.265 -2.726  0.13
27 H 2.715 -2.660 -1.628  0.11
28 H 2.516 -2.312 2.082  0.09
29 H 3.072 -3.396 0.714  0.08
30 H 1.473 -3.568 1.217  0.06
31 H 1.335 0.021 1.182  0.15
32 H -0.965 -1.912 1.353  0.11
33 H 0.031 -1.354 2.638  0.11
34 H -2.914 -0.240 5.178  0.07
35 H -1.204 -0.932 4.690  0.10
36 H -2.719 -1.553 3.983  0.08
37 H -3.298 2.215 3.770  0.12
38 H -1.227 1.865 -0.604  0.12
39 H 0.242 2.146 0.296  0.14
40 H -2.040 -0.988 -0.576  0.08
41 H -0.776 -1.834 -1.259  0.10
42 H -1.452 -0.481 -2.043  0.07

Formula: C17H22O7
Source: the OMol25 dataset
Level of theory: ωB97M-V/def2-TZVPD

structure (SMILES): COC(=O)/C=C(\C[C@@H]1O[C@H](CO)[C@H](O)[C@H](O)[C@H]1O)c1ccccc1
highest occupied orbital energy: -8.81 eV
gap between HOMO and LUMO: 9.006 eV
E_tot: -1187.54708 a.u.
ΔE to the lowest compared entry with this formula, charge and spin: 0.00 kcal per mole

Each line ends with the Löwdin charge.
Geometry (Å):
1 C 4.016 -2.192 2.470  -0.02
2 O 2.823 -2.318 1.686  -0.03
3 C 1.795 -1.488 1.939  -0.45
4 O 1.834 -0.481 2.679  0.06
5 C 0.566 -1.834 1.153  0.09
6 C -0.636 -1.103 0.885  -0.14
7 C -0.857 0.374 1.173  -0.04
8 C -0.544 1.238 -0.097  -0.30
9 O 0.796 1.039 -0.440  -0.05
10 C 0.952 1.403 -1.779  -0.29
11 C 2.349 0.957 -2.085  -0.22
12 O 2.569 -0.364 -1.642  -0.04
13 C 0.846 2.925 -2.039  -0.21
14 O 1.933 3.761 -1.537  -0.03
15 C -0.518 3.323 -1.329  -0.23
16 O -0.730 4.748 -1.354  -0.03
17 C -0.762 2.729 0.138  -0.26
18 O -2.116 2.974 0.456  -0.01
19 C -1.737 -1.981 0.575  -0.24
20 C -1.730 -2.548 -0.647  -0.07
21 C -2.690 -3.481 -0.909  -0.07
22 C -3.648 -3.737 0.080  -0.09
23 C -3.649 -3.172 1.344  -0.10
24 C -2.748 -2.194 1.589  0.00
25 H 4.399 -1.252 2.510  0.06
26 H 3.715 -2.615 3.454  0.12
27 H 4.794 -2.824 2.222  0.07
28 H 0.599 -2.895 0.839  0.13
29 H -1.866 0.701 1.537  0.14
30 H -0.112 0.694 1.956  0.13
31 H -1.283 0.911 -0.899  0.18
32 H 0.372 0.732 -2.419  0.17
33 H 2.604 1.134 -3.111  0.12
34 H 3.238 1.490 -1.712  0.13
35 H 1.926 -0.420 -0.919  0.06
36 H 0.867 3.130 -3.118  0.16
37 H 2.009 3.503 -0.580  0.12
38 H -1.269 2.786 -1.997  0.17
39 H -0.450 5.155 -2.208  0.12
40 H -0.067 3.059 0.946  0.18
41 H -2.435 3.776 -0.024  0.12
42 H -0.957 -2.152 -1.227  0.11
43 H -2.729 -3.879 -1.967  0.13
44 H -4.444 -4.424 -0.191  0.10
45 H -4.361 -3.530 2.019  0.09
46 H -2.665 -1.656 2.578  0.14

Formula: C17H23AuN4O4PTe
Source: the OMol25 dataset
Level of theory: ωB97M-V/def2-TZVPD

highest occupied orbital energy: -10.56 eV
gap between HOMO and LUMO: 6.681 eV
E_tot: -1926.50525 a.u.
ΔE to the lowest compared entry with this formula, charge and spin: 0.00 kcal per mole
total charge: +1

Each line ends with the Löwdin charge.
Geometry (Å):
1 Au -0.824 -0.554 -1.230  0.80
2 O -1.042 -0.512 1.247  -0.62
3 C -1.480 -1.596 2.024  -0.31
4 C -1.513 -1.478 3.415  -0.04
5 C -1.813 -2.536 4.246  -0.06
6 C -2.144 -3.754 3.687  -0.06
7 C -2.156 -3.874 2.316  -0.03
8 C -1.826 -2.833 1.438  -0.05
9 C -1.845 -3.191 -0.021  -0.23
10 N -1.423 -2.528 -1.088  -0.06
11 C -1.602 -3.337 -2.190  -0.11
12 C -2.153 -4.506 -1.794  -0.06
13 N -2.303 -4.402 -0.435  0.11
14 H -1.248 -0.518 3.845  0.10
15 H -1.787 -2.409 5.321  0.12
16 H -2.390 -4.601 4.312  0.12
17 H -2.418 -4.840 1.910  0.10
18 H -1.327 -3.003 -3.175  0.11
19 H -2.462 -5.376 -2.346  0.12
20 H -2.701 -5.112 0.150  0.14
21 C 2.156 1.229 1.213  -0.06
22 C 1.559 2.614 1.119  -0.26
23 O 0.843 2.764 -0.142  -0.24
24 P -0.649 2.371 -0.448  0.22
25 O -0.723 1.529 -1.671  -0.41
26 Te -1.795 1.410 1.498  1.26
27 O -1.355 3.745 -0.743  -0.24
28 C -1.425 4.773 0.293  -0.27
29 C -2.517 5.740 -0.083  -0.06
30 H 2.708 1.126 2.149  0.09
31 H 2.835 1.051 0.378  0.08
32 H 1.373 0.466 1.177  0.06
33 H 2.323 3.384 1.110  0.12
34 H 0.886 2.807 1.953  0.07
35 H -0.454 5.261 0.359  0.13
36 H -1.645 4.304 1.261  0.08
37 H -2.296 6.184 -1.054  0.09
38 H -2.583 6.534 0.661  0.09
39 H -3.473 5.223 -0.150  0.09
40 C 4.528 0.865 -3.299  0.00
41 N 3.487 0.054 -2.675  -0.13
42 C 3.683 -1.066 -1.903  -0.07
43 C 2.439 -1.493 -1.539  -0.15
44 N 1.484 -0.656 -2.077  -0.02
45 C 2.149 0.258 -2.744  -0.17
46 H 5.481 0.356 -3.197  0.09
47 H 4.597 1.840 -2.820  0.09
48 H 4.315 1.001 -4.356  0.09
49 H 4.667 -1.450 -1.689  0.12
50 H 2.163 -2.342 -0.933  0.10
51 H 1.694 1.079 -3.278  0.14

Formula: C17H23AuNO4P2S2
Source: the OMol25 dataset
Level of theory: ωB97M-V/def2-TZVPD

highest occupied orbital energy (alpha / beta): -8.13 / -8.00 eV
gap between HOMO and LUMO (alpha / beta): 8.710 / 5.814 eV
E_tot: -2632.08637 a.u.
ΔE to the lowest compared entry with this formula, charge and spin: 16.88 kcal per mole
multiplicity: 2

Each line ends with the Löwdin charge.
Geometry (Å):
1 Au -0.730 -0.041 0.241  0.43
2 C 2.592 4.383 4.330  -0.07
3 C 2.397 3.637 3.032  -0.29
4 O 1.790 2.360 3.320  -0.34
5 P 0.502 1.870 2.513  -0.14
6 S -0.039 0.113 3.146  0.26
7 S 0.832 2.060 0.500  0.39
8 O -0.597 3.008 2.790  -0.36
9 C -1.203 3.076 4.099  -0.30
10 C -1.782 4.459 4.270  -0.06
11 H 3.176 5.287 4.154  0.08
12 H 3.126 3.760 5.048  0.08
13 H 1.634 4.672 4.765  0.07
14 H 3.347 3.433 2.538  0.12
15 H 1.768 4.201 2.341  0.09
16 H -0.453 2.860 4.864  0.11
17 H -1.972 2.305 4.155  0.10
18 H -0.999 5.215 4.200  0.07
19 H -2.259 4.545 5.248  0.08
20 H -2.523 4.661 3.499  0.06
21 O 2.478 -0.050 0.422  -0.10
22 N 2.156 -1.054 -0.169  -0.19
23 O 0.973 -1.305 -0.452  -0.21
24 C -3.729 -0.558 1.844  -0.25
25 P -2.990 0.296 0.422  0.84
26 C -3.436 2.043 0.632  -0.37
27 C -4.419 2.473 1.518  -0.10
28 C -4.735 3.823 1.613  -0.09
29 C -4.064 4.749 0.830  -0.09
30 C -3.069 4.329 -0.044  -0.07
31 C -2.754 2.984 -0.139  -0.11
32 C -3.997 -0.257 -0.990  -0.36
33 C -5.311 0.179 -1.153  -0.08
34 C -6.072 -0.281 -2.215  -0.08
35 C -5.525 -1.182 -3.122  -0.08
36 C -4.218 -1.617 -2.966  -0.08
37 C -3.453 -1.151 -1.905  -0.10
38 H -4.807 -0.413 1.890  0.04
39 H -3.249 -0.209 2.759  0.03
40 H -3.517 -1.621 1.734  0.05
41 H -4.945 1.763 2.143  0.10
42 H -5.503 4.147 2.302  0.11
43 H -4.308 5.801 0.908  0.11
44 H -2.532 5.051 -0.644  0.11
45 H -1.958 2.659 -0.798  0.08
46 H -5.738 0.891 -0.455  0.10
47 H -7.089 0.065 -2.340  0.10
48 H -6.118 -1.536 -3.955  0.10
49 H -3.788 -2.313 -3.675  0.11
50 H -2.425 -1.475 -1.787  0.08

Formula: C17H23B2IN3O8
Source: the OMol25 dataset
Level of theory: ωB97M-V/def2-TZVPD

highest occupied orbital energy: -6.56 eV
gap between HOMO and LUMO: 8.302 eV
E_tot: -1775.53627 a.u.
total charge: -1

Each line ends with the Löwdin charge.
Geometry (Å):
1 C 2.490 -1.580 1.076  -0.03
2 C 1.208 -1.328 0.285  -0.27
3 C 1.212 -0.668 -0.914  -0.03
4 C 0.032 -0.418 -1.586  -0.06
5 C -1.147 -0.844 -1.033  -0.26
6 C -2.490 -0.560 -1.704  -0.08
7 B -3.345 0.541 -0.919  -0.33
8 C -3.062 2.082 -1.233  -0.16
9 C -2.169 2.851 -0.230  -0.75
10 C -0.662 2.607 -0.396  -0.17
11 I -2.659 2.557 1.853  0.86
12 C -4.452 0.012 0.092  -0.11
13 C -5.790 -0.402 -0.617  -0.68
14 N -6.450 0.828 -0.999  0.09
15 N -5.589 -1.311 -1.729  0.09
16 N -6.641 -1.081 0.435  0.05
17 C -1.152 -1.546 0.158  -0.05
18 C 0.026 -1.793 0.826  -0.05
19 H 2.596 -0.711 1.736  0.09
20 H 2.339 -2.473 1.686  0.07
21 H 3.332 -1.668 0.380  0.06
22 H 2.168 -0.325 -1.306  0.12
23 H 0.025 0.119 -2.529  0.12
24 H -2.344 -0.279 -2.757  0.11
25 H -3.049 -1.503 -1.742  0.09
26 H -4.022 2.591 -1.393  0.10
27 H -2.520 2.107 -2.190  0.10
28 H -2.331 3.915 -0.421  0.06
29 H -0.343 1.693 0.108  0.05
30 H -0.360 2.649 -1.446  0.08
31 H -0.148 3.425 0.125  0.07
32 H -4.751 0.742 0.853  0.03
33 H -4.062 -0.850 0.651  0.10
34 H -6.580 1.408 -0.177  0.08
35 H -7.386 0.639 -1.350  0.08
36 H -6.453 -1.287 -2.272  0.08
37 H -5.573 -2.262 -1.369  0.08
38 H -6.639 -0.435 1.224  0.06
39 H -6.067 -1.853 0.776  0.06
40 H -2.104 -1.896 0.550  0.11
41 H 0.009 -2.320 1.776  0.11
42 B 7.300 -0.104 1.211  -0.87
43 O 6.681 -0.896 0.121  0.24
44 C 5.573 -0.280 -0.254  -0.41
45 O 4.834 -0.666 -1.121  0.12
46 C 5.395 0.975 0.582  -0.40
47 O 4.490 1.758 0.495  0.14
48 O 6.411 1.059 1.430  0.23
49 O 7.438 -0.910 2.441  0.23
50 C 8.724 -0.955 2.771  -0.40
51 O 9.177 -1.530 3.720  0.14
52 C 9.513 -0.158 1.744  -0.40
53 O 10.700 0.008 1.738  0.14
54 O 8.664 0.329 0.845  0.23

Formula: C17H23Br2F6N3OSTm
Source: the OMol25 dataset
Level of theory: ωB97M-V/def2-TZVPD

highest occupied orbital energy (alpha / beta): -4.80 / -4.84 eV
gap between HOMO and LUMO (alpha / beta): 7.495 / 7.534 eV
E_tot: -8131.93247 a.u.
ΔE to the lowest compared entry with this formula, charge and spin: 0.00 kcal per mole
multiplicity: 3
total charge: -1

Each line ends with the Löwdin charge.
Geometry (Å):
1 Tm -0.789 0.853 -0.034  0.91
2 Br 0.220 0.155 3.740  0.45
3 C -1.200 0.787 2.430  -0.70
4 Br -3.466 0.350 -0.216  -0.06
5 H -1.402 1.789 2.822  -0.06
6 H -2.053 0.171 2.720  -0.07
7 S 2.024 1.235 0.258  0.64
8 C 1.849 2.344 1.548  -0.72
9 C 2.767 2.421 2.620  -0.12
10 C 2.552 3.241 3.688  -0.09
11 C 1.399 4.035 3.724  -0.07
12 C 0.556 3.989 2.653  -0.08
13 N 0.786 3.196 1.579  -0.16
14 H 3.619 1.759 2.572  0.10
15 H 3.253 3.255 4.513  0.10
16 H 1.163 4.680 4.557  0.10
17 H -0.336 4.591 2.582  0.12
18 C -0.029 -0.575 -4.272  0.01
19 C -0.194 0.592 -3.292  -0.47
20 O -0.165 0.156 -2.004  -0.32
21 C 0.959 1.593 -3.547  -0.56
22 F 2.129 1.020 -3.233  0.14
23 F 1.052 1.969 -4.843  0.13
24 F 0.851 2.715 -2.826  0.14
25 C -1.552 1.280 -3.539  -0.57
26 F -2.543 0.387 -3.598  0.14
27 F -1.603 1.994 -4.684  0.14
28 F -1.842 2.130 -2.534  0.09
29 H 0.933 -1.048 -4.080  0.10
30 H -0.077 -0.274 -5.319  0.09
31 H -0.818 -1.296 -4.073  0.09
32 C -0.175 3.216 0.455  -0.25
33 H -0.907 3.986 0.695  0.03
34 H 0.393 3.507 -0.434  0.03
35 C -0.920 -2.473 -0.913  -0.16
36 C -0.730 -3.994 -0.705  -0.16
37 N -0.207 -4.282 0.632  -0.17
38 C -1.161 -3.754 1.611  -0.15
39 C -1.359 -2.231 1.430  -0.19
40 N -0.524 -1.741 0.309  -0.22
41 C 0.893 -2.049 0.597  -0.18
42 C 1.067 -3.576 0.794  -0.15
43 H -1.957 -2.208 -1.127  0.10
44 H -0.316 -2.087 -1.730  0.09
45 H -0.030 -4.404 -1.438  0.11
46 H -1.675 -4.529 -0.821  0.11
47 H -0.782 -3.978 2.611  0.11
48 H -2.103 -4.294 1.488  0.11
49 H -1.059 -1.694 2.323  0.03
50 H -2.391 -1.964 1.206  0.07
51 H 1.184 -1.482 1.481  0.06
52 H 1.487 -1.677 -0.239  0.10
53 H 1.455 -3.796 1.791  0.11
54 H 1.773 -3.987 0.068  0.11